Computed, not measured: a molecular structure, C2I3O2, with ωB97M-V with the def2-TZVPD basis set.

Summary:
net charge: -1
ΔE to the lowest compared entry with this formula, charge and spin: 9.94 kcal/mol
HOMO (alpha / beta): -3.60 / -3.60 eV
frontier orbital gap (alpha / beta): 6.532 / 6.531 eV

Positions of all 7 atoms, in Å:
1 C -0.3057 1.8303 -1.6158
2 C 0.0279 -1.2303 0.6618
3 O 0.0670 2.8508 -1.2507
4 O -0.6892 0.8370 -2.0296
5 I 2.1583 -0.6207 0.9517
6 I -1.1615 -0.2420 2.2761
7 I -0.0967 -3.4251 1.0065

=====

Computed, not measured: a molecular structure, C2LiO4Rh, with ωB97M-V with the def2-TZVPD basis set.

Summary:
net charge: +1
ΔE to the lowest compared entry with this formula, charge and spin: 1.36 kcal/mol
HOMO (alpha / beta): -12.12 / -15.53 eV
frontier orbital gap (alpha / beta): 7.127 / 6.484 eV
spin multiplicity: 6
expectation value of S²: 8.76

Positions of all 8 atoms, in Å:
1 O 0.3029 -1.3419 0.1790
2 C -0.4630 -0.5759 -0.5096
3 O -1.6335 -0.9323 -0.7212
4 Li -1.8614 -1.4727 1.1755
5 Rh 2.1214 -0.5053 0.3101
6 O -1.1282 1.4508 0.5005
7 O 1.0484 1.1402 0.0463
8 C -0.1962 0.9388 -0.1285

=====

Computed, not measured: C2N2OS in the gas phase, with ωB97M-V with the def2-TZVPD basis set.

Summary:
SMILES: N#CN1SC1=O
net charge: 0
ΔE to the lowest compared entry with this formula, charge and spin: 16.36 kcal/mol
HOMO: -10.27 eV
frontier orbital gap: 8.171 eV

Positions of all 6 atoms, in Å:
1 N 2.4701 0.4955 -0.0313
2 C 1.3146 0.5119 -0.0068
3 N -0.0026 0.3904 0.0628
4 S -1.8211 0.9453 -0.0141
5 C -0.8895 -0.5937 0.0045
6 O -1.0716 -1.7493 -0.0151

=====

Computed, not measured: a molecular structure, C2N2S, with ωB97M-V with the def2-TZVPD basis set.

Summary:
net charge: 0
ΔE to the lowest compared entry with this formula, charge and spin: 130.11 kcal/mol
HOMO: -10.72 eV
frontier orbital gap: 7.929 eV

Positions of all 5 atoms, in Å:
1 C 1.0656 -0.3081 0.1800
2 C -1.4159 0.8753 -0.4869
3 N 2.0972 -0.6527 -0.1873
4 N -0.7562 0.2658 0.5808
5 S -2.1029 -0.6312 -0.0505

=====

Computed, not measured: a gas-phase ion, C2NO4 (charge -1), with ωB97M-V with the def2-TZVPD basis set.

Summary:
SMILES: O=c1nc([O-])oo1
net charge: -1
ΔE to the lowest compared entry with this formula, charge and spin: 11.65 kcal/mol
HOMO: -4.97 eV
frontier orbital gap: 9.191 eV

Positions of all 7 atoms, in Å:
1 O -0.1221 1.1708 2.0360
2 C -0.1502 0.5910 0.9915
3 N 1.0486 -0.0224 0.1961
4 C 0.5116 -0.5597 -0.8533
5 O 0.9470 -1.1671 -1.8006
6 O -0.9599 -0.3644 -0.8610
7 O -1.2750 0.3518 0.2911

=====

Computed, not measured: a molecular structure, C2Na4O6, with ωB97M-V with the def2-TZVPD basis set.

Summary:
net charge: 0
ΔE to the lowest compared entry with this formula, charge and spin: 0.00 kcal/mol
HOMO: -4.43 eV
frontier orbital gap: 2.711 eV

Positions of all 12 atoms, in Å:
1 Na 0.6681 4.0620 0.7327
2 Na 2.1875 -0.4039 -0.7145
3 Na -0.9224 -2.4131 -1.1261
4 Na -1.8291 1.4342 -2.4773
5 C -0.0713 -2.1447 1.5352
6 O 0.8772 -1.9561 0.6566
7 O -0.0220 -1.7633 2.7315
8 O -1.0196 -2.9348 1.1570
9 C 0.0346 1.5198 -0.6046
10 O -0.9150 2.3493 -0.4858
11 O -0.2252 0.2775 -0.7796
12 O 1.2371 1.9731 -0.6252

=====

Computed, not measured: 2 unconnected molecules or ions with the total composition C2O2S2, with ωB97M-V with the def2-TZVPD basis set.

Summary:
net charge: 0
ΔE to the lowest compared entry with this formula, charge and spin: 4.58 kcal/mol
HOMO: -9.79 eV
frontier orbital gap: 9.589 eV

Positions of all 6 atoms, in Å:
1 C 2.5166 -0.9555 -0.1918
2 C -2.5070 0.9475 0.2812
3 O 2.4957 0.0854 0.3294
4 O 2.5801 -1.9052 -0.8218
5 S -3.8721 1.3833 0.8689
6 S -1.2132 0.4445 -0.4659

=====

Computed, not measured: a molecular structure, C2O4V, with ωB97M-V with the def2-TZVPD basis set.

Summary:
net charge: +2
HOMO (alpha / beta): -21.87 / -21.89 eV
frontier orbital gap (alpha / beta): 9.022 / 9.992 eV
spin multiplicity: 4
expectation value of S²: 3.75

Positions of all 7 atoms, in Å:
1 O 2.0977 -0.3249 0.0541
2 C 2.7402 -1.0665 0.6276
3 O -1.5327 1.1004 0.5553
4 O -0.9541 -0.2888 -1.0993
5 C -1.6379 -0.0065 -0.1693
6 O -1.7060 -0.3452 1.0865
7 V 0.9928 0.9315 -1.0549

=====

Computed, not measured: a molecular structure, C30H16BF3N6O5Os, with ωB97M-V with the def2-TZVPD basis set.

Summary:
net charge: 0
HOMO: -7.50 eV
frontier orbital gap: 6.227 eV

Positions of all 62 atoms, in Å:
1 Os 0.8700 0.8743 -1.1957
2 O 4.2424 2.7081 -2.6763
3 C 3.3973 2.0152 -2.1643
4 N 2.0492 2.2721 -2.0267
5 C 1.4772 3.4824 -2.3572
6 O 2.0133 4.4664 -2.8039
7 C -0.0217 3.4656 -2.1206
8 C -0.7516 4.6022 -2.3987
9 C -2.1307 4.5715 -2.2673
10 C -2.7253 3.3778 -1.8994
11 C -1.9258 2.2799 -1.6364
12 N -0.5916 2.3131 -1.7020
13 C 3.7530 0.6744 -1.5588
14 C 5.0718 0.2714 -1.5694
15 C 5.4181 -0.9352 -0.9831
16 C 4.4151 -1.6802 -0.3897
17 C 3.1159 -1.2067 -0.4184
18 N 2.7603 -0.0608 -1.0087
19 H -0.2085 5.4790 -2.7217
20 H -2.7262 5.4519 -2.4672
21 H -3.7984 3.2806 -1.8088
22 H -2.3642 1.3328 -1.3735
23 H 5.7901 0.9306 -2.0359
24 H 6.4448 -1.2751 -0.9756
25 H 4.6150 -2.6177 0.1103
26 H 2.3393 -1.7446 0.0969
27 O 0.5767 -2.7387 0.9596
28 B 0.1371 -2.2460 -0.2571
29 O 0.3947 -3.1215 -1.2937
30 C 1.0501 -4.1834 -0.7029
31 C 1.5584 -5.3164 -1.2934
32 C 2.1987 -6.2198 -0.4471
33 C 2.3172 -5.9805 0.9190
34 C 1.7974 -4.8276 1.5046
35 C 1.1623 -3.9498 0.6581
36 H 1.4668 -5.4880 -2.3568
37 H 2.6164 -7.1266 -0.8633
38 H 2.8255 -6.7043 1.5414
39 H 1.8878 -4.6238 2.5628
40 F -6.1405 2.6317 3.2473
41 C -6.3525 1.7609 2.2553
42 F -7.1693 0.8013 2.7239
43 F -7.0283 2.4085 1.2862
44 C -5.0738 1.1729 1.7176
45 C -3.8437 1.5592 2.2238
46 C -2.6875 0.9987 1.7057
47 C -2.7723 0.0715 0.6662
48 C -4.0196 -0.3059 0.1546
49 C -5.1684 0.2377 0.6909
50 C -1.5753 -0.4609 0.1150
51 C -0.5399 -0.8777 -0.3931
52 H -3.7819 2.2895 3.0182
53 H -1.7218 1.3011 2.0839
54 H -4.0683 -1.0208 -0.6561
55 H -6.1397 -0.0509 0.3113
56 O 0.8331 1.3760 0.7559
57 N 1.3383 0.4866 1.5414
58 C 1.1922 0.6966 2.8226
59 C 0.4484 1.8051 3.3409
60 N -0.1599 2.7072 3.7140
61 C 1.7365 -0.2954 3.6981
62 N 2.1765 -1.0951 4.3970

=====

Computed, not measured: a molecular structure, C30H17F15GeN4O3PdS, with ωB97M-V with the def2-TZVPD basis set.

Summary:
net charge: +2
ΔE to the lowest compared entry with this formula, charge and spin: 0.18 kcal/mol
HOMO (alpha / beta): -13.69 / -14.14 eV
frontier orbital gap (alpha / beta): 7.748 / 4.360 eV
spin multiplicity: 5
expectation value of S²: 6.04

Positions of all 72 atoms, in Å:
1 Pd -1.7580 0.3677 0.8477
2 C -3.3083 4.6132 0.7320
3 C -3.2924 3.1256 0.6177
4 N -2.5469 2.3900 1.3592
5 O -1.7060 3.1528 2.1586
6 C -4.1626 2.4536 -0.3638
7 C -5.4489 3.0555 -0.8484
8 N -3.7738 1.3025 -0.7733
9 O -4.2641 0.5059 -1.5568
10 H -2.3039 5.0023 0.5620
11 H -3.5926 4.9096 1.7426
12 H -3.9902 5.0601 0.0157
13 H -1.5057 2.5951 2.9214
14 H -5.9057 3.6719 -0.0768
15 H -6.1447 2.2658 -1.1236
16 H -5.2774 3.6760 -1.7303
17 C -5.5345 -2.0206 0.5260
18 C -4.0800 -1.7410 0.3244
19 O -3.4944 -0.9316 1.0684
20 N -3.4381 -2.4142 -0.6359
21 C -2.0323 -2.2162 -0.9743
22 C -1.1079 -2.5855 0.1639
23 C -0.6634 -3.8887 0.3126
24 C 0.0977 -4.2313 1.4213
25 C 0.3946 -3.2524 2.3541
26 C -0.0642 -1.9674 2.1288
27 N -0.7884 -1.6339 1.0562
28 H -6.0822 -1.0864 0.4091
29 H -5.6843 -2.3678 1.5477
30 H -5.9257 -2.7601 -0.1692
31 H -3.9840 -3.0224 -1.2228
32 H -1.8609 -1.1864 -1.2871
33 H -1.8232 -2.8526 -1.8323
34 H -0.9292 -4.6326 -0.4284
35 H 0.4463 -5.2475 1.5562
36 H 0.9708 -3.4711 3.2420
37 H 0.1418 -1.1714 2.8344
38 F 2.2085 3.3864 -0.4246
39 C 2.8685 2.8440 -1.4074
40 C 2.8478 1.4834 -1.6168
41 C 3.6228 1.0923 -2.6872
42 F 3.7555 -0.1577 -3.0206
43 C 4.3735 2.0032 -3.5317
44 F 5.0544 1.5033 -4.5085
45 C 4.3614 3.3639 -3.2905
46 F 5.0334 4.1990 -4.0383
47 C 3.6064 3.7931 -2.2170
48 F 3.5345 5.0448 -1.9031
49 Ge 1.7645 0.2914 -0.3970
50 S -0.2362 1.0700 -0.7681
51 C 2.6086 0.6630 1.3106
52 C 1.9679 1.0736 2.4650
53 F 0.6284 1.2159 2.4846
54 C 2.6510 1.3464 3.6358
55 F 1.9963 1.7367 4.7184
56 C 4.0313 1.2088 3.6656
57 F 4.6958 1.4664 4.7712
58 C 4.7116 0.7989 2.5260
59 F 6.0275 0.6635 2.5456
60 C 3.9877 0.5358 1.3812
61 F 4.6585 0.1277 0.2847
62 C 2.0126 -1.5449 -0.9783
63 C 2.5991 -2.5379 -0.2091
64 F 3.0534 -2.2670 1.0179
65 C 2.7176 -3.8431 -0.6534
66 F 3.2476 -4.7733 0.1279
67 C 2.2449 -4.1801 -1.9107
68 F 2.3324 -5.4246 -2.3373
69 C 1.6609 -3.2107 -2.7137
70 F 1.2091 -3.5256 -3.9205
71 C 1.5594 -1.9205 -2.2348
72 F 1.0264 -0.9920 -3.0450

=====

Computed, not measured: a molecular structure, C30H19Br2IrN7O8, with ωB97M-V with the def2-TZVPD basis set.

Summary:
net charge: +2
HOMO (alpha / beta): -11.67 / -14.31 eV
frontier orbital gap (alpha / beta): 4.747 / 4.895 eV
spin multiplicity: 6
expectation value of S²: 8.83

Positions of all 67 atoms, in Å:
1 Ir -0.4001 0.9361 -0.6158
2 O -0.1806 0.6328 4.0838
3 C 1.1237 0.6918 4.2524
4 C 1.7047 0.6672 5.5247
5 C 3.0643 0.7088 5.6464
6 C 3.9071 0.7705 4.5025
7 C 3.3669 0.8023 3.2584
8 C 1.9618 0.7771 3.0776
9 C 1.3900 0.8334 1.7564
10 O 0.1411 0.8427 1.5348
11 N 2.3312 0.8566 0.7465
12 N 1.7069 0.9285 -0.4191
13 C 2.4499 0.8427 -1.4683
14 C 1.8327 0.9447 -2.7698
15 C 2.5767 0.9294 -3.9237
16 C 1.9100 0.9906 -5.1461
17 C 0.5352 1.0541 -5.1530
18 C -0.1503 1.0625 -3.9363
19 N 0.4910 1.0196 -2.7817
20 H -0.6361 0.5523 4.9323
21 H 1.0647 0.6099 6.3989
22 H 3.5080 0.6914 6.6352
23 H 4.9816 0.7891 4.6253
24 H 4.0040 0.8483 2.3899
25 H 3.5196 0.7056 -1.3392
26 H 3.6573 0.8618 -3.8688
27 H 2.4651 0.9804 -6.0761
28 H -0.0193 1.0953 -6.0807
29 H -1.2331 1.0983 -3.9005
30 Br -6.9053 1.6470 -0.0778
31 C -5.0644 1.4371 -0.1394
32 C -4.5144 0.1208 -0.0132
33 C -3.1830 -0.0237 -0.1057
34 N -2.3486 1.0622 -0.3001
35 C -2.8737 2.3667 -0.3511
36 C -4.2667 2.5326 -0.3059
37 C -1.9210 3.3712 -0.4414
38 C -2.1667 4.7512 -0.3350
39 C -1.1263 5.6242 -0.4007
40 Br -1.4338 7.4487 -0.2499
41 C 0.2206 5.1587 -0.5761
42 C 0.4309 3.8363 -0.6798
43 N -0.5970 2.9204 -0.6246
44 H -5.1462 -0.7405 0.1460
45 H -2.7065 -0.9913 -0.0392
46 H -4.7057 3.5151 -0.4080
47 H -3.1732 5.1167 -0.1876
48 H 1.0505 5.8478 -0.6313
49 H 1.4297 3.4492 -0.8230
50 O 1.4771 -1.5783 -1.5551
51 C 0.4275 -1.9001 -1.0410
52 O -0.5355 -1.0401 -0.6944
53 C 0.1187 -3.3098 -0.6767
54 C 0.6512 -4.3419 -1.4363
55 C 0.3839 -5.6376 -1.0556
56 C -0.3615 -5.9522 0.0620
57 C -0.8595 -4.8992 0.7968
58 C -0.6492 -3.5848 0.4451
59 N -1.6522 -5.1812 2.0207
60 O -1.8444 -6.3397 2.3119
61 O -2.0562 -4.2185 2.6540
62 N 0.9315 -6.7481 -1.8781
63 O 1.5221 -6.4452 -2.8983
64 O 0.7259 -7.8793 -1.4918
65 H 1.2633 -4.1445 -2.3041
66 H -0.5427 -6.9776 0.3481
67 H -1.0733 -2.7963 1.0503

=====

Computed, not measured: a molecular structure, C30H19Cl5IrN7O2Se, with ωB97M-V with the def2-TZVPD basis set.

Summary:
net charge: 0
ΔE to the lowest compared entry with this formula, charge and spin: 89.35 kcal/mol
HOMO: -7.58 eV
frontier orbital gap: 6.079 eV

Positions of all 65 atoms, in Å:
1 Ir 0.8780 0.7239 -0.2131
2 C 0.1992 1.9578 3.9297
3 C 0.4643 1.8116 2.4664
4 N 0.6350 0.6536 1.9203
5 O 0.5193 -0.4291 2.8023
6 C 0.5838 2.9492 1.5925
7 C 0.5368 4.3657 2.0659
8 N 0.7852 2.6732 0.3019
9 O 0.9636 3.5905 -0.5299
10 H -0.4510 1.1628 4.2875
11 H -0.2459 2.9242 4.1511
12 H 1.1442 1.8775 4.4729
13 H 0.7504 -1.1870 2.2529
14 H 1.1024 4.4984 2.9892
15 H -0.4868 4.7072 2.2456
16 H 0.9684 5.0002 1.2958
17 Se -2.5248 -6.0883 0.7490
18 N -3.1439 -4.4236 0.6860
19 C -2.1304 -3.6471 0.3970
20 C -2.2384 -2.2112 0.2247
21 C -3.5572 -1.5415 0.0982
22 C -3.9951 0.3725 -0.9277
23 C -2.6766 1.1627 -1.0536
24 N -1.1421 -0.1042 -0.2051
25 C -1.1117 -1.5076 0.0073
26 C 0.1621 -2.1484 -0.2079
27 N 1.1669 -1.3208 -0.5517
28 C 2.3304 -1.8547 -0.9326
29 C 2.5527 -3.2249 -0.9235
30 C 1.5464 -4.0786 -0.5121
31 C 0.3157 -3.5345 -0.1586
32 C -0.8564 -4.3141 0.2111
33 N -0.8540 -5.6118 0.3638
34 H -4.3508 -2.1557 0.5148
35 H -4.9139 0.8917 -1.1813
36 H -2.7636 2.2097 -1.3232
37 H 3.1029 -1.1605 -1.2313
38 H 3.5178 -3.6009 -1.2306
39 H 1.6838 -5.1510 -0.4781
40 Cl 2.4972 1.8155 -3.0750
41 C 3.4123 1.7333 -1.6183
42 C 2.8611 1.1796 -0.4304
43 C 3.8126 1.0106 0.5921
44 Cl 3.4257 0.1186 2.0320
45 C 5.1377 1.4540 0.5094
46 Cl 6.2258 1.2404 1.8316
47 C 5.5959 2.0664 -0.6422
48 Cl 7.2193 2.6298 -0.7518
49 C 4.7323 2.1805 -1.7234
50 Cl 5.3227 2.8739 -3.1867
51 C -0.3113 1.2885 -1.9756
52 C -1.4609 0.4053 -1.6656
53 C -1.8091 -0.6848 -2.6186
54 C -2.9290 -1.3916 -2.5005
55 C -3.9233 -1.1112 -1.4093
56 C -3.6157 -0.0588 0.5129
57 C -2.2698 0.6855 0.3630
58 C -5.2431 -1.6303 -1.7623
59 N -6.2863 -2.0387 -2.0146
60 H -0.5714 2.3322 -1.8115
61 H 0.1322 1.2185 -2.9611
62 H -1.1088 -0.8933 -3.4196
63 H -3.1606 -2.1845 -3.2012
64 H -4.2088 0.1929 1.3867
65 H -1.9437 1.3302 1.1745

=====

Computed, not measured: a molecular structure, C30H19CrF5N2S4Se, with ωB97M-V with the def2-TZVPD basis set.

Summary:
net charge: -1
ΔE to the lowest compared entry with this formula, charge and spin: 6.56 kcal/mol
HOMO (alpha / beta): -3.46 / -3.47 eV
frontier orbital gap (alpha / beta): 4.932 / 5.268 eV
spin multiplicity: 2
expectation value of S²: 0.77

Positions of all 62 atoms, in Å:
1 Cr -0.1225 -1.0132 -0.0964
2 S 0.3743 -2.7944 -1.6592
3 C 0.9531 -4.0138 -0.5329
4 C 1.8565 -5.0074 -0.9411
5 C 2.3622 -5.9412 -0.0456
6 C 1.9840 -5.9251 1.2943
7 C 1.0769 -4.9687 1.7179
8 C 0.5656 -4.0389 0.8118
9 S -0.5715 -2.8221 1.4197
10 C -2.1325 -3.3746 0.6484
11 C -2.8044 -2.3557 -0.2310
12 C -4.1565 -2.4616 -0.5094
13 C -4.7207 -1.6046 -1.4351
14 C -3.9069 -0.7061 -2.0957
15 C -2.5602 -0.6529 -1.7714
16 C -1.5874 0.1706 -2.5597
17 S -0.1893 0.8488 -1.5965
18 C -1.1447 2.0681 -0.7172
19 C -1.4535 3.2645 -1.3612
20 C -2.1976 4.2334 -0.7067
21 C -2.6165 3.9991 0.5999
22 C -2.2838 2.8167 1.2435
23 C -1.5352 1.8275 0.5974
24 S -1.0612 0.3774 1.4801
25 N -2.0483 -1.4154 -0.7990
26 H 2.1772 -5.0081 -1.9767
27 H 3.0788 -6.6791 -0.3927
28 H 2.3963 -6.6405 1.9966
29 H 0.7621 -4.9245 2.7575
30 H -2.8034 -3.6938 1.4400
31 H -1.8818 -4.2369 0.0331
32 H -4.7484 -3.2160 -0.0054
33 H -5.7832 -1.6500 -1.6523
34 H -4.2968 -0.0475 -2.8635
35 H -2.0893 0.9823 -3.0769
36 H -1.1133 -0.4802 -3.3008
37 H -1.0734 3.4415 -2.3655
38 H -2.4191 5.1752 -1.1969
39 H -3.1769 4.7621 1.1316
40 H -2.5857 2.6450 2.2735
41 Se 2.1749 2.6067 -0.2544
42 C 1.5635 4.3374 0.2013
43 C 1.8302 5.4708 -0.5861
44 C 1.3265 6.7114 -0.2232
45 N 0.5659 6.9384 0.8602
46 C 0.3082 5.8544 1.6106
47 C 0.7668 4.5755 1.3325
48 H 2.4308 5.3645 -1.4810
49 H 1.5385 7.5836 -0.8421
50 H -0.3106 6.0271 2.4925
51 H 0.5073 3.7471 1.9831
52 F 1.4695 -1.2069 2.7674
53 C 2.3222 -1.0696 1.7332
54 C 1.8694 -0.9325 0.4324
55 C 2.8922 -0.7893 -0.5089
56 F 2.6561 -0.6324 -1.8127
57 C 4.2307 -0.7879 -0.1883
58 F 5.1643 -0.6531 -1.1269
59 C 4.6100 -0.9223 1.1256
60 F 5.8969 -0.9121 1.4563
61 C 3.6486 -1.0609 2.0966
62 F 4.0151 -1.1900 3.3751

=====

no.,energy (Ha)
1,-1119.8253
2,-494.7817
3,-659.0506
4,-583.6621
5,-431.9501
6,-1176.9761
7,-1023.0983
8,-1320.1973
9,-2272.7030
10,-5698.3607
11,-7391.3573
12,-6494.9498
13,-6802.1807